Entry from OMol25: an isolated ion of composition C22H28N and charge +1 in a non-equilibrium geometry (ωB97M-V/def2-TZVPD).

XYZ file:
```
51
Properties=species:S:1:pos:R:3:forces:R:3:mulliken_charge:R:1
C -3.436 -3.279 0.994 0.051 -0.093 -0.057 -0.673
C -2.440 -3.567 -0.124 -0.319 0.145 -0.294 -0.879
C -1.135 -2.784 -0.020 0.138 -0.924 -0.604 -0.491
N -1.268 -1.374 0.381 2.080 1.679 0.504 0.442
C -0.211 -0.541 0.299 -1.074 -1.535 0.521 0.527
C 1.056 -0.925 -0.429 -0.333 -1.414 1.155 -1.541
C -0.152 0.581 1.262 -0.270 1.309 0.684 -0.344
C -0.227 1.941 0.905 0.040 -0.716 -0.441 -0.205
C -0.187 2.935 1.875 -0.087 -0.001 0.325 -0.782
C -0.164 2.588 3.228 -0.144 -0.192 -0.185 -0.495
C -0.109 1.243 3.608 0.192 0.061 -0.215 -0.867
C -0.044 0.255 2.638 -0.097 -0.255 -0.782 -0.198
C -2.353 -1.033 1.335 -0.884 0.282 0.877 -0.634
C -3.667 -1.789 1.135 0.204 0.208 -0.396 -0.891
H -4.381 -3.783 0.780 0.115 -0.035 0.073 0.330
H -3.055 -3.679 1.939 -0.029 -0.017 0.004 0.340
H -2.183 -4.631 -0.113 0.043 0.171 -0.146 0.385
H -2.899 -3.353 -1.098 -0.018 -0.039 0.191 0.351
H -0.488 -3.299 0.711 -0.090 0.427 -0.033 0.351
H -0.623 -2.838 -0.992 -0.292 0.085 0.417 0.347
H 1.865 -0.799 0.321 -0.452 0.082 -0.279 0.421
H 1.013 -2.008 -0.637 0.177 0.500 0.089 1.029
H -0.317 2.204 -0.152 0.033 -0.005 0.563 0.545
H -0.199 3.982 1.565 -0.069 -0.365 0.154 0.444
H -0.224 3.354 3.994 0.109 -0.041 -0.125 0.423
H -0.117 0.945 4.655 0.127 0.193 -0.201 0.432
H 0.059 -0.799 2.916 -0.059 0.369 0.073 0.591
H -2.009 -1.264 2.360 0.049 0.079 -0.544 0.404
H -2.561 0.054 1.306 0.414 -0.626 -0.114 0.365
H -4.185 -1.377 0.261 -0.016 -0.180 0.036 0.369
H -4.295 -1.591 2.010 0.116 0.126 -0.160 0.373
C 2.766 -0.949 -2.158 -0.055 -0.106 -0.035 -1.901
C 1.463 -0.240 -1.703 0.322 1.254 -1.117 2.557
C 0.369 -0.379 -2.782 0.151 -0.145 0.018 -2.168
C 1.804 1.247 -1.475 -0.107 0.014 0.025 0.009
C 1.048 2.275 -2.049 0.093 0.073 -0.055 -0.114
C 1.444 3.611 -1.925 -0.042 -0.310 0.304 -0.683
C 2.590 3.929 -1.193 -0.070 -0.236 -0.185 -0.505
C 3.367 2.905 -0.641 -0.371 -0.128 0.241 -0.881
C 2.938 1.578 -0.726 0.042 0.369 -0.237 -0.236
H 3.330 -0.355 -2.888 -0.264 -0.090 0.207 0.397
H 3.415 -1.137 -1.290 -0.092 0.061 -0.360 0.418
H 2.530 -1.914 -2.619 0.024 0.029 0.093 0.482
H 0.670 0.129 -3.718 -0.170 -0.290 0.505 0.491
H 0.218 -1.443 -3.005 -0.037 0.192 -0.018 0.400
H -0.593 0.044 -2.445 0.295 -0.149 -0.175 0.405
H 0.092 2.050 -2.540 0.629 0.144 -0.039 0.319
H 0.833 4.383 -2.397 0.216 -0.111 0.256 0.400
H 2.855 4.969 -1.029 0.138 -0.148 -0.209 0.431
H 4.300 3.129 -0.125 -0.346 0.040 -0.001 0.406
H 3.499 0.798 -0.205 -0.011 0.258 -0.307 0.306
```
Positions in Å, forces in eV/Å.

As for the SMILES: CC(C)(CC(c1ccccc1)=[N+]1CCCCC1)c1ccccc1. The HOMO-LUMO gap is 7.78 eV. Its total energy is -909.6335 Ha. The charge is +1.

=====

Entry from OMol25: a 7-piece molecular cluster, C4H19NO9 overall in a non-equilibrium geometry (ωB97M-V/def2-TZVPD).

XYZ file:
```
33
Properties=species:S:1:pos:R:3:forces:R:3:lowdin_spin:R:1
O 2.736 1.500 -0.329 0.167 -0.565 -0.037 0.282
C 1.578 1.603 -0.436 0.445 1.426 0.051 0.139
C 0.553 0.423 -0.041 -1.023 -0.911 -0.767 0.146
C 1.259 -0.922 -0.164 -0.140 0.371 -0.175 0.028
N -0.681 0.548 -0.708 1.409 0.623 1.476 0.219
C -1.014 -0.178 -1.831 -0.950 -1.000 -1.417 0.019
O -2.332 -0.353 -1.897 -0.328 0.787 0.711 0.005
O -0.236 -0.643 -2.616 0.281 0.403 0.280 0.051
H 1.068 2.568 -0.605 -0.287 -0.047 -0.190 0.048
H 0.362 0.840 0.971 0.300 -0.370 0.032 0.020
H 0.527 -1.702 0.040 0.231 -0.106 0.446 0.006
H 2.119 -0.918 0.496 -0.142 -0.319 0.278 0.004
H 1.624 -1.136 -1.166 0.017 0.279 -0.128 0.004
H -1.242 1.317 -0.337 -0.402 -0.176 -0.313 0.004
H -2.650 -0.593 -2.776 0.336 -0.262 -0.240 0.001
H -1.033 3.832 1.106 0.248 -0.460 -0.494 0.000
H -0.414 2.623 1.812 -0.299 -0.163 -0.633 0.000
O -0.601 2.979 0.900 -0.124 0.478 0.967 0.012
H 2.866 -0.575 -3.665 -0.408 -0.158 -0.193 0.000
H 1.379 -1.061 -3.808 0.146 0.232 0.055 0.000
O 2.296 -1.282 -3.999 0.372 -0.078 0.130 0.001
H 0.496 0.758 2.986 -0.971 -0.514 0.166 0.000
H -1.136 0.568 2.749 0.612 -0.566 0.550 0.000
O -0.399 1.170 2.916 0.608 1.046 -0.416 0.013
H -1.287 -1.131 1.519 -0.345 -0.263 -0.272 0.000
H -1.791 -2.216 2.507 -0.294 -0.026 0.019 0.000
O -1.168 -1.494 2.397 0.422 0.253 0.148 0.000
H 2.812 0.394 2.196 0.275 0.185 0.580 0.000
H 2.564 0.733 3.721 0.491 0.149 -0.006 0.000
O 2.269 0.211 2.973 -0.683 -0.182 -0.504 0.000
H -2.788 -2.888 0.727 0.129 -0.187 -0.243 0.000
H -4.189 -2.634 0.190 -0.013 -0.127 0.182 0.000
O -3.713 -3.028 0.933 -0.081 0.249 -0.045 0.000
```
Positions in Å, forces in eV/Å.

Its expectation value of S² is 0.76. The HOMO-LUMO gap (spin up / spin down) is 9.54 / 5.38 eV. The multiplicity is 2. Its total energy is -895.4134 Ha. The charge is +1.

=====

Entry from OMol25: C28H44Cl5I2MoN4O2S3Si as an isolated structure (ωB97M-V/def2-TZVPD).

XYZ file:
```
90
Properties=species:S:1:pos:R:3:forces:R:3:mulliken_charge:R:1
Mo -0.735 -1.392 0.380 0.002 -0.073 0.373 0.382
I -1.561 0.729 2.107 0.035 -0.164 -0.086 0.194
C -0.182 2.391 2.073 -0.107 0.024 -0.067 -0.766
I 1.852 1.907 2.118 0.097 -0.121 -0.018 0.108
H -0.442 2.920 2.983 -0.033 0.053 -0.032 0.673
H -0.427 2.968 1.188 0.067 0.031 -0.009 0.161
Cl -2.743 -0.184 -1.099 -0.405 -0.103 -0.314 -0.089
C -3.911 -1.044 -2.295 0.183 0.275 0.097 -0.607
Cl -3.675 -2.746 -2.407 -0.008 -0.043 0.052 -0.012
H -3.700 -0.542 -3.231 -0.024 -0.027 -0.049 0.439
H -4.887 -0.794 -1.900 -0.051 -0.036 -0.015 0.437
Cl -0.880 6.743 1.384 -0.002 0.000 -0.010 -0.170
C -0.053 5.902 0.121 -0.033 0.015 0.046 0.405
C 1.201 5.367 0.363 0.034 -0.024 0.045 -1.234
C 1.829 4.658 -0.649 0.057 0.030 0.012 -0.077
C 1.250 4.483 -1.902 -0.002 -0.056 0.021 -0.485
C 1.991 3.666 -2.937 -0.097 -0.086 0.152 0.618
C 1.211 2.424 -3.397 -0.031 -0.103 0.117 -0.846
N 1.201 1.366 -2.375 0.081 0.190 0.145 0.529
C 2.269 0.614 -1.954 0.016 -0.037 -0.121 0.087
C 1.779 -0.259 -1.035 -0.035 -0.016 -0.072 -1.812
N 0.416 -0.040 -0.881 0.126 0.129 -0.002 1.738
C 0.127 0.977 -1.691 -0.028 -0.099 -0.045 -1.260
O 2.308 4.393 -4.091 0.011 0.077 -0.049 -0.318
C 3.714 4.582 -4.302 0.001 0.021 -0.046 -0.830
C 4.482 3.297 -4.192 0.090 -0.016 0.007 0.423
C 4.295 2.203 -4.985 -0.043 -0.023 -0.072 0.573
Cl 3.213 2.073 -6.309 0.070 0.003 -0.055 -0.166
S 5.291 0.877 -4.550 0.051 -0.015 0.012 -0.211
C 5.991 1.778 -3.269 0.007 -0.045 -0.017 -0.542
C 5.474 3.033 -3.199 0.013 0.078 0.033 -0.512
C 0.006 5.078 -2.121 -0.013 0.013 -0.027 0.794
Cl -0.759 4.990 -3.673 -0.085 0.051 -0.016 -0.173
C -0.653 5.778 -1.122 0.000 -0.021 -0.021 -0.905
H 1.685 5.530 1.318 -0.017 -0.032 -0.021 0.545
H 2.821 4.254 -0.474 -0.020 -0.025 0.023 0.541
H 2.905 3.306 -2.451 -0.031 -0.011 0.004 0.148
H 1.663 2.024 -4.302 0.018 0.019 0.057 -0.156
H 0.171 2.666 -3.605 0.047 0.006 -0.087 0.336
H 3.264 0.751 -2.359 -0.073 -0.003 0.044 0.034
H 2.305 -1.005 -0.467 0.019 -0.001 0.032 0.484
H -0.836 1.434 -1.834 -0.032 -0.011 -0.007 0.601
H 4.107 5.309 -3.585 -0.017 -0.007 -0.007 0.293
H 3.791 5.010 -5.299 0.000 0.005 -0.007 0.362
H 6.781 1.347 -2.673 -0.026 0.013 -0.010 0.478
H 5.807 3.777 -2.487 -0.002 -0.033 -0.015 0.446
H -1.612 6.237 -1.319 0.004 -0.004 0.000 0.524
C -3.359 -5.111 3.833 0.001 -0.024 0.002 -1.197
C -2.659 -3.779 4.033 0.005 0.047 -0.010 -0.334
N -3.470 -2.646 3.546 0.010 -0.061 0.036 -0.061
C -3.489 -2.167 2.323 0.014 -0.017 -0.006 0.593
S -2.474 -2.893 1.067 0.113 0.179 -0.090 -0.315
N -4.289 -1.160 1.995 -0.048 -0.048 0.025 0.190
C -5.277 -0.531 2.893 0.044 0.005 -0.017 -0.906
C -6.558 -1.340 3.029 -0.021 -0.022 0.003 -1.055
H -2.734 -5.915 4.219 -0.005 0.005 0.001 0.418
H -3.549 -5.303 2.776 0.004 0.005 0.009 0.292
H -4.307 -5.143 4.371 0.006 0.004 -0.013 0.389
H -1.702 -3.744 3.514 -0.044 -0.008 0.012 -0.157
H -2.472 -3.585 5.088 0.000 -0.006 0.005 0.471
H -4.179 -2.308 4.184 -0.015 -0.002 0.026 0.289
H -4.354 -0.962 1.009 0.017 0.037 0.013 0.032
H -5.482 0.455 2.478 -0.010 0.000 -0.009 0.468
H -4.793 -0.356 3.856 -0.009 -0.006 0.007 0.416
H -7.071 -1.421 2.071 0.012 -0.001 0.010 0.341
H -7.230 -0.844 3.728 0.007 0.002 -0.009 0.383
H -6.376 -2.350 3.400 0.005 0.015 0.002 0.303
C 0.890 -1.724 4.211 -0.024 -0.035 0.063 -0.898
Si 1.482 -2.691 2.760 0.059 -0.016 -0.101 0.738
C 3.237 -2.416 2.264 -0.027 -0.041 0.037 -1.087
C 0.939 -4.461 2.712 -0.025 -0.069 0.007 -1.372
O 0.533 -1.950 1.383 0.255 0.081 0.208 0.296
H 1.299 -2.177 5.121 0.003 0.021 -0.026 0.426
H -0.199 -1.739 4.306 0.017 -0.017 -0.020 0.190
H 1.227 -0.688 4.180 0.002 0.031 -0.017 0.269
H 3.881 -2.931 2.985 -0.021 0.036 0.003 0.409
H 3.513 -1.362 2.276 0.001 0.036 -0.019 0.295
H 3.472 -2.842 1.286 -0.045 0.012 0.008 0.339
H 0.722 -4.806 3.727 0.034 -0.015 -0.009 0.506
H 1.726 -5.106 2.315 -0.018 0.015 0.007 0.454
H 0.035 -4.625 2.119 -0.004 0.048 0.006 0.420
C 1.204 -3.876 -1.129 0.025 0.049 0.060 -0.852
S -0.441 -3.176 -1.398 -0.075 0.064 -0.172 0.154
C -0.133 -2.371 -2.987 0.058 -0.090 -0.042 -0.668
H 1.970 -3.124 -1.307 -0.009 -0.034 0.008 0.213
H 1.312 -4.705 -1.825 0.011 0.023 -0.021 0.551
H 1.260 -4.253 -0.112 -0.032 -0.038 0.041 0.078
H 0.104 -3.158 -3.702 -0.019 -0.006 0.016 0.454
H 0.693 -1.669 -2.910 -0.028 -0.008 -0.008 0.075
H -1.046 -1.878 -3.303 -0.043 0.051 0.000 0.267
```
Positions in Å, forces in eV/Å.

The HOMO-LUMO gap (spin up / spin down) is 4.90 / 4.91 eV. Its total energy is -5910.6736 Ha. The charge is +3.

=====

Entry from OMol25: one molecule with the formula C5H7NO (ωB97M-V/def2-TZVPD).

XYZ file:
```
14
Properties=species:S:1:pos:R:3:forces:R:3:mulliken_charge:R:1
C 1.830 -0.161 0.213 0.068 0.014 0.013 -1.363
C 0.398 -0.452 -0.221 0.027 0.001 -0.037 0.842
C -0.623 -0.737 0.851 -0.134 0.038 0.003 -0.678
C -1.721 -0.023 0.595 0.093 -0.076 0.103 -0.385
N -1.549 0.780 -0.545 0.085 0.107 -0.050 -0.049
C -0.249 0.697 -1.005 0.072 0.065 -0.197 -0.010
O 0.251 1.396 -1.861 -0.174 -0.258 0.254 -0.615
H 2.277 -1.048 0.672 -0.064 0.126 -0.042 0.349
H 1.870 0.658 0.938 -0.035 -0.094 -0.108 0.355
H 2.431 0.117 -0.658 -0.090 -0.003 0.136 0.319
H 0.414 -1.300 -0.923 0.009 0.089 0.042 0.214
H -0.490 -1.434 1.667 -0.059 0.073 -0.145 0.367
H -2.664 -0.001 1.125 0.125 -0.005 -0.046 0.411
H -2.175 1.508 -0.850 0.076 -0.075 0.073 0.241
```
Positions in Å, forces in eV/Å.

As for the SMILES: C[C@H]1C=CNC1=O. The HOMO-LUMO gap is 9.62 eV. Its total energy is -324.7209 Ha.